Here is a 9-piece molecular cluster, C54H135N9O18 overall from OMol25. Energies are from wB97M-V/def2-TZVPD.

```
! wB97M-V def2-TZVPD RIJCOSX def2/J DEFGRID3
* xyz 1 2
C -7.959 -24.269 -7.258
O -6.632 -24.404 -6.848
C -5.815 -23.237 -7.096
C -4.717 -23.593 -8.068
N -5.184 -24.009 -9.410
C -4.059 -24.528 -10.215
C -4.457 -24.757 -11.648
O -3.718 -25.844 -12.265
C -2.355 -25.553 -12.570
H -8.416 -23.530 -6.599
H -8.470 -25.213 -7.071
H -7.954 -24.040 -8.323
H -5.419 -22.938 -6.125
H -6.404 -22.402 -7.475
H -4.050 -24.359 -7.673
H -4.094 -22.705 -8.179
H -5.847 -24.763 -9.296
H -3.685 -25.471 -9.817
H -3.191 -23.870 -10.171
H -4.330 -23.922 -12.337
H -5.518 -25.007 -11.661
H -1.919 -26.403 -13.094
H -1.722 -25.248 -11.737
H -2.415 -24.779 -13.335
C -1.555 -17.038 -12.738
O -0.267 -17.700 -12.456
C 0.695 -17.507 -13.438
C 2.110 -17.946 -12.945
N 2.218 -19.327 -12.507
C 1.962 -20.229 -13.604
C 2.088 -21.643 -13.088
O 1.154 -21.903 -12.066
C 1.116 -23.256 -11.526
H -2.029 -17.218 -13.703
H -1.535 -15.949 -12.758
H -2.215 -17.310 -11.915
H 0.823 -16.435 -13.594
H 0.270 -18.087 -14.257
H 2.336 -17.387 -12.037
H 2.823 -17.684 -13.726
H 1.522 -19.472 -11.790
H 2.626 -20.011 -14.441
H 0.925 -20.140 -13.928
H 3.116 -21.923 -12.857
H 1.834 -22.270 -13.942
H 0.857 -23.912 -12.357
H 0.308 -23.272 -10.794
H 2.107 -23.548 -11.179
C 1.782 -23.125 -3.922
O 2.474 -24.416 -4.002
C 1.663 -25.519 -3.811
C 2.387 -26.925 -4.115
N 2.845 -26.936 -5.496
C 3.589 -28.083 -5.969
C 4.049 -27.939 -7.388
O 4.811 -26.686 -7.467
C 5.215 -26.423 -8.766
H 2.562 -22.414 -4.197
H 1.425 -22.923 -2.913
H 0.960 -22.998 -4.627
H 0.814 -25.363 -4.476
H 1.346 -25.594 -2.771
H 1.815 -27.835 -3.930
H 3.210 -27.045 -3.411
H 3.163 -26.015 -5.762
H 3.029 -29.018 -5.944
H 4.498 -28.219 -5.383
H 3.223 -28.031 -8.093
H 4.732 -28.762 -7.597
H 5.994 -27.116 -9.084
H 5.611 -25.407 -8.777
H 4.410 -26.484 -9.499
C -0.451 -32.351 -15.914
O -0.986 -31.819 -14.696
C -1.136 -30.376 -14.802
C -0.953 -29.775 -13.361
N 0.378 -29.852 -12.752
C 0.680 -31.078 -12.011
C 2.084 -30.931 -11.376
O 1.981 -30.657 -10.000
C 3.203 -30.777 -9.368
H 0.548 -32.005 -16.177
H -1.008 -32.246 -16.845
H -0.348 -33.432 -15.814
H -2.187 -30.254 -15.064
H -0.491 -29.871 -15.521
H -1.642 -30.242 -12.657
H -1.246 -28.726 -13.375
H 0.590 -29.076 -12.142
H 0.512 -31.960 -12.629
H -0.011 -31.259 -11.187
H 2.563 -30.037 -11.774
H 2.668 -31.825 -11.591
H 3.946 -30.134 -9.841
H 3.606 -31.786 -9.451
H 2.988 -30.568 -8.320
C 9.565 -23.644 -5.537
O 9.672 -23.107 -6.836
C 8.422 -23.066 -7.503
C 8.490 -22.084 -8.697
N 7.324 -22.001 -9.504
C 7.018 -23.267 -10.150
C 5.662 -23.196 -10.884
O 5.294 -24.480 -11.432
C 6.101 -24.820 -12.562
H 9.150 -24.652 -5.566
H 9.090 -22.974 -4.820
H 10.556 -23.786 -5.106
H 7.722 -22.678 -6.763
H 8.205 -24.100 -7.769
H 9.217 -22.361 -9.461
H 8.767 -21.072 -8.399
H 7.556 -21.354 -10.245
H 7.037 -24.107 -9.456
H 7.702 -23.521 -10.960
H 5.632 -22.355 -11.577
H 4.876 -22.868 -10.205
H 5.689 -25.739 -12.978
H 7.137 -25.034 -12.300
H 6.142 -24.003 -13.283
C 2.558 -23.892 -7.685
O 1.160 -23.996 -8.095
C 0.281 -24.658 -7.200
C -1.039 -24.828 -7.872
N -1.037 -25.527 -9.156
C -0.864 -26.935 -8.899
C -0.530 -27.634 -10.202
O 0.509 -27.066 -11.033
C 1.753 -27.214 -10.394
H 2.638 -23.241 -6.815
H 3.191 -23.393 -8.419
H 3.103 -24.812 -7.474
H 0.187 -24.028 -6.315
H 0.659 -25.632 -6.889
H -1.514 -23.858 -8.018
H -1.791 -25.286 -7.230
H -0.160 -25.249 -9.573
H -1.724 -27.348 -8.371
H -0.019 -27.237 -8.281
H -1.429 -27.692 -10.815
H -0.320 -28.672 -9.944
H 2.031 -28.256 -10.237
H 1.703 -26.811 -9.383
H 2.533 -26.634 -10.888
C -5.819 -29.209 -9.383
O -5.015 -28.687 -8.321
C -5.428 -27.462 -7.745
C -4.911 -27.375 -6.267
N -3.505 -27.226 -6.248
C -2.990 -27.550 -4.950
C -1.512 -27.932 -4.921
O -1.209 -28.989 -5.830
C 0.148 -29.259 -5.980
H -6.873 -29.042 -9.158
H -5.800 -30.269 -9.635
H -5.670 -28.743 -10.357
H -6.512 -27.369 -7.812
H -4.998 -26.578 -8.214
H -5.232 -28.361 -5.933
H -5.503 -26.662 -5.693
H -3.102 -27.786 -6.986
H -3.604 -28.334 -4.505
H -3.112 -26.720 -4.254
H -1.205 -28.188 -3.907
H -0.944 -27.037 -5.175
H 0.584 -29.578 -5.034
H 0.763 -28.546 -6.529
H 0.242 -30.128 -6.632
C 1.369 -20.742 -8.626
O 1.363 -19.340 -8.603
C 0.602 -18.620 -9.520
C 0.978 -17.172 -9.205
N 0.037 -16.228 -9.896
C 0.649 -14.891 -10.030
C -0.487 -13.828 -10.359
O -0.628 -13.783 -11.835
C -1.718 -12.995 -12.207
H 1.632 -21.109 -9.618
H 0.402 -21.174 -8.369
H 2.074 -21.236 -7.957
H -0.458 -18.829 -9.375
H 0.743 -18.935 -10.554
H 2.025 -17.028 -9.468
H 0.998 -16.951 -8.138
H -0.149 -16.594 -10.819
H 1.348 -14.827 -10.865
H 1.151 -14.617 -9.102
H -0.180 -12.826 -10.060
H -1.427 -14.050 -9.854
H -1.842 -12.156 -11.523
H -2.646 -13.565 -12.252
H -1.561 -12.585 -13.205
C -3.437 -31.223 -10.701
O -2.232 -31.666 -10.113
C -2.008 -31.139 -8.841
C -3.150 -31.475 -7.788
N -2.652 -31.362 -6.457
C -3.694 -31.291 -5.415
C -3.126 -31.102 -3.983
O -4.153 -30.697 -3.101
C -3.669 -30.195 -1.824
H -4.384 -31.615 -10.329
H -3.452 -31.462 -11.765
H -3.491 -30.139 -10.606
H -1.823 -30.075 -8.989
H -1.059 -31.575 -8.531
H -3.470 -32.496 -7.996
H -4.015 -30.820 -7.895
H -2.071 -30.539 -6.388
H -4.281 -32.199 -5.273
H -4.435 -30.507 -5.572
H -2.431 -30.269 -4.096
H -2.532 -31.965 -3.681
H -3.352 -31.032 -1.203
H -4.549 -29.771 -1.340
H -2.833 -29.501 -1.909
*
```

Energy relative to the best compared isomer or geometry (same formula, charge and spin) ... 15.1 kcal per mole
LUMO level (alpha / beta) ... -0.0839 / -0.2704 hartree
DFT total energy ... -3984.7180 a.u.
Maximum force ... 3.5 eV/Å

Mulliken atomic charge list, values in e, 99 entries:
1 C -0.86
2 O -0.20
3 C -1.05
4 C 0.49
5 N -0.47
6 C 0.45
7 C -0.88
8 O -0.38
9 C -0.50
10 H 0.30
11 H 0.22
12 H 0.39
13 H 0.33
14 H 0.47
15 H -0.45
16 H 0.58
17 H 0.34
18 H -0.11
19 H 0.21
20 H 0.28
21 H 0.30
22 H 0.05
23 H 0.15
24 H 0.52
25 C -1.00
26 O -0.18
27 C -0.52
28 C -0.94
29 N -0.20
30 C -0.69
31 C -0.42
32 O -0.41
33 C -0.61
34 H 0.37
35 H 0.23
36 H 0.37
37 H 0.36
38 H 0.47
39 H 0.32
40 H 0.47
41 H -0.56
42 H 0.47
43 H 0.16
44 H -0.01
45 H 0.51
46 H 0.54
47 H 0.13
48 H 0.12
49 C -0.61
50 O -0.38
51 C -0.17
52 C -0.76
53 N 0.37
54 C -1.02
55 C 0.50
56 O -0.49
57 C -0.21
58 H 0.27
59 H 0.34
60 H 0.21
61 H 0.00
62 H 0.57
63 H 0.46
64 H 0.43
65 H 0.27
66 H 0.35
67 H 0.49
68 H -0.62
69 H 0.72
70 H 0.61
71 H -0.22
72 H -0.08
73 C -0.90
74 O -0.26
75 C -0.87
76 C 0.64
77 N -0.30
78 C 0.13
79 C -0.88
80 O -0.09
81 C -0.74
82 H 0.35
83 H 0.35
84 H 0.27
85 H 0.35
86 H 0.42
87 H -0.23
88 H -0.14
89 H 0.09
90 H 0.57
91 H -0.33
92 H 0.43
93 H 0.45
94 H 0.35
95 H 0.41
96 H -0.01
97 C -0.74
98 O -0.41
99 C -0.17